Entry 1:
8 unconnected molecules or ions with the total composition C33H79N3O8 in a non-equilibrium geometry. Source: OMol25; level of theory: the ωB97M-V functional and the def2-TZVPD basis.

Structure (XYZ):
```
123
Properties=species:S:1:pos:R:3
C 1.387 -28.912 -10.023
C 0.251 -27.989 -9.570
C 0.257 -26.656 -10.335
C -1.086 -28.658 -10.001
C -1.395 -29.882 -9.133
C -1.634 -29.399 -7.704
C -0.393 -28.688 -7.146
C -0.872 -27.865 -5.944
C 0.618 -29.733 -6.692
N 0.186 -27.750 -8.135
O 1.299 -27.054 -7.663
H 1.449 -29.795 -9.391
H 1.355 -29.178 -11.079
H 2.364 -28.433 -9.877
H -0.686 -26.123 -10.315
H 1.100 -26.109 -9.894
H 0.580 -26.804 -11.368
H -1.925 -27.969 -10.060
H -0.945 -29.146 -10.972
H -2.246 -30.451 -9.510
H -0.528 -30.541 -9.094
H -1.878 -30.274 -7.089
H -2.558 -28.816 -7.641
H -1.518 -28.489 -5.324
H -1.463 -27.029 -6.319
H -0.049 -27.480 -5.340
H 0.786 -30.570 -7.373
H 0.326 -30.220 -5.754
H 1.586 -29.282 -6.465
H 1.012 -26.154 -7.459
C 3.313 -27.650 -4.711
C 4.635 -28.299 -4.258
C 5.320 -27.401 -3.222
C 4.190 -29.645 -3.621
C 5.274 -30.703 -3.505
C 5.863 -30.922 -4.909
C 6.392 -29.629 -5.554
C 7.728 -29.211 -4.881
C 6.704 -29.999 -7.025
N 5.405 -28.586 -5.455
O 5.716 -27.440 -6.222
H 3.546 -26.610 -4.965
H 2.952 -28.048 -5.658
H 2.539 -27.732 -3.950
H 6.296 -27.789 -2.935
H 5.380 -26.350 -3.508
H 4.697 -27.391 -2.320
H 3.849 -29.403 -2.610
H 3.359 -30.074 -4.182
H 6.094 -30.437 -2.835
H 4.877 -31.665 -3.174
H 5.078 -31.305 -5.567
H 6.709 -31.609 -4.874
H 7.924 -28.145 -5.014
H 8.546 -29.803 -5.294
H 7.705 -29.323 -3.794
H 5.785 -29.901 -7.612
H 6.974 -31.047 -7.132
H 7.460 -29.312 -7.400
H 5.146 -27.528 -6.996
C 3.897 -24.766 2.093
C 3.831 -23.250 2.073
C 3.027 -22.722 3.255
C 5.273 -22.729 2.272
C 6.083 -22.806 0.972
C 5.385 -22.168 -0.242
C 3.925 -22.580 -0.464
C 3.228 -21.453 -1.212
C 3.876 -23.887 -1.268
N 3.258 -22.737 0.829
O 1.909 -23.145 0.681
H 4.433 -25.346 1.339
H 4.288 -25.162 3.035
H 2.881 -25.179 2.003
H 1.974 -22.986 3.161
H 3.423 -23.157 4.177
H 3.148 -21.646 3.373
H 5.327 -21.728 2.704
H 5.830 -23.367 2.961
H 7.049 -22.299 1.011
H 6.281 -23.850 0.715
H 6.013 -22.457 -1.087
H 5.426 -21.083 -0.131
H 3.644 -21.397 -2.225
H 3.346 -20.458 -0.783
H 2.164 -21.645 -1.325
H 2.964 -24.479 -1.188
H 4.560 -24.613 -0.805
H 4.172 -23.861 -2.315
H 1.965 -24.089 0.450
C -1.171 -25.302 2.006
C -1.742 -26.233 0.952
O -0.670 -26.697 0.107
H -0.624 -25.832 2.788
H -1.972 -24.763 2.525
H -0.539 -24.473 1.683
H -2.429 -25.630 0.345
H -2.304 -27.078 1.355
H -1.086 -26.829 -0.752
C -0.216 -20.072 -1.119
C -1.715 -20.078 -1.431
O -2.135 -21.100 -2.338
H 0.309 -20.338 -2.041
H 0.042 -20.839 -0.388
H 0.094 -19.072 -0.826
H -1.932 -19.106 -1.892
H -2.323 -20.105 -0.526
H -2.072 -20.698 -3.211
C 1.441 -24.676 -3.468
C 0.468 -23.976 -2.540
O -0.524 -23.297 -3.306
H 0.913 -25.285 -4.203
H 2.077 -25.353 -2.904
H 2.057 -23.906 -3.933
H 1.016 -23.323 -1.854
H 0.010 -24.672 -1.823
H -1.069 -22.758 -2.706
O -2.013 -24.466 -5.416
H -2.809 -24.937 -5.149
H -1.533 -24.295 -4.581
O 0.164 -21.606 -5.548
H 0.095 -22.047 -4.681
H 1.063 -21.778 -5.845
```

Properties
Spin multiplicity = 1
Energy relative to the best compared isomer or geometry (same formula, charge and spin) = 0.00 kJ/mol
SMILES = CC1(C)CCCC(C)(C)N1O.CC1(C)CCCC(C)(C)N1O.CC1(C)CCCC(C)(C)N1O.CCO.CCO.CCO.O.O

***

Entry 2:
5 unconnected molecules or ions with the total composition C33H80N3O22P4 in a non-equilibrium geometry. Source: OMol25; level of theory: the ωB97M-V functional and the def2-TZVPD basis.

Structure (XYZ):
```
142
Properties=species:S:1:pos:R:3
C 3.757 1.660 0.329
C 4.057 0.694 1.642
O 3.061 0.969 2.688
C 2.091 -0.132 2.841
C 0.501 0.383 2.776
O -0.128 0.158 1.465
C -0.157 1.397 0.650
N -1.481 2.070 0.883
C -2.336 2.188 -0.361
N -1.785 2.524 -1.705
C -2.063 3.919 -2.185
C -1.488 5.112 -1.195
C 0.030 5.571 -1.629
C 1.077 4.564 -0.847
O 2.460 5.105 -0.995
C -1.836 1.464 -2.742
C -2.280 -0.035 -2.301
C -1.039 -0.958 -1.662
C -1.025 -2.484 -2.335
O -1.843 -3.450 -1.568
C -1.106 -3.905 -0.357
N -3.711 2.028 -0.146
C -4.202 1.726 1.286
C -4.781 2.149 -1.196
C -5.814 0.840 -1.264
O -7.166 1.307 -0.919
C -7.800 0.476 0.116
O -7.246 0.057 1.257
C -9.396 0.048 -0.118
C -9.456 -1.582 0.156
H 4.751 1.694 -0.326
H 2.828 1.319 -0.300
H 3.557 2.745 0.734
H 4.189 -0.436 1.364
H 5.115 1.052 2.062
H 2.193 -0.989 2.045
H 2.235 -0.539 3.953
H 0.385 1.474 3.199
H -0.079 -0.321 3.547
H 0.672 2.107 1.133
H 0.159 1.251 -0.465
H -1.335 3.023 1.299
H -3.184 4.177 -2.398
H -1.494 4.065 -3.222
H -2.187 6.056 -1.405
H -1.573 4.869 -0.053
H 0.157 5.510 -2.805
H 0.207 6.675 -1.219
H 0.865 4.532 0.327
H 1.064 3.454 -1.284
H 3.016 4.467 -1.531
H -2.544 1.850 -3.623
H -0.758 1.385 -3.240
H -2.568 -0.611 -3.308
H -3.223 -0.123 -1.615
H -1.236 -1.121 -0.520
H -0.023 -0.440 -1.923
H -1.393 -2.487 -3.460
H 0.101 -2.862 -2.355
H -0.840 -5.045 -0.365
H -0.150 -3.210 -0.208
H -1.820 -3.639 0.559
H -5.385 1.885 1.288
H -4.027 0.613 1.597
H -3.793 2.515 2.073
H -4.417 2.386 -2.279
H -5.467 3.071 -0.873
H -5.863 0.383 -2.366
H -5.394 -0.017 -0.585
H -10.116 0.628 0.618
H -9.629 0.310 -1.236
H -10.515 -2.052 -0.016
H -9.153 -1.750 1.294
H -8.632 -2.121 -0.496
C 9.140 -2.193 4.099
O 8.543 -0.950 3.804
P 9.229 0.015 2.715
O 9.607 -0.634 1.424
O 10.442 0.710 3.516
C 11.594 -0.054 3.792
O 8.162 1.215 2.592
C 8.525 2.338 1.818
H 8.458 -2.997 3.817
H 10.087 -2.337 3.572
H 9.323 -2.244 5.176
H 11.785 -0.792 3.008
H 11.467 -0.558 4.753
H 12.453 0.617 3.859
H 8.067 2.262 0.829
H 9.610 2.428 1.714
H 8.147 3.236 2.318
C -2.527 -5.126 -4.461
O -3.406 -5.952 -5.191
P -4.525 -5.277 -6.130
O -4.038 -4.200 -7.043
O -5.684 -4.835 -5.101
C -5.467 -3.706 -4.285
O -5.181 -6.553 -6.862
C -6.324 -6.334 -7.661
H -1.505 -5.296 -4.805
H -2.762 -4.065 -4.574
H -2.595 -5.394 -3.403
H -4.842 -2.961 -4.785
H -4.992 -4.025 -3.354
H -6.432 -3.252 -4.048
H -6.030 -6.287 -8.713
H -6.844 -5.413 -7.385
H -7.007 -7.177 -7.519
C -9.266 3.960 1.012
O -10.486 3.885 1.715
P -11.864 4.167 0.935
O -12.032 3.443 -0.361
O -11.938 5.774 0.839
C -11.100 6.434 -0.084
O -12.972 3.836 2.055
C -14.319 4.130 1.751
H -8.788 2.978 1.013
H -9.400 4.281 -0.024
H -8.612 4.673 1.523
H -10.920 5.824 -0.972
H -10.151 6.673 0.402
H -11.580 7.367 -0.390
H -14.830 3.216 1.438
H -14.405 4.885 0.964
H -14.799 4.514 2.656
C 13.329 -3.267 1.276
O 13.739 -3.064 2.610
P 15.014 -3.866 3.174
O 16.230 -3.837 2.306
O 14.439 -5.336 3.501
C 14.169 -6.209 2.429
O 15.203 -3.233 4.642
C 16.160 -3.826 5.493
H 13.428 -2.332 0.722
H 13.918 -4.037 0.771
H 12.277 -3.569 1.277
H 14.854 -6.046 1.593
H 13.138 -6.061 2.098
H 14.280 -7.239 2.777
H 17.080 -3.237 5.474
H 16.379 -4.858 5.205
H 15.759 -3.827 6.512
```

Properties
Spin multiplicity = 1
Total charge = +1

***

Number 1: gap between HOMO and LUMO 8.382 eV, calculated total energy -56348.015 eV, HOMO energy -8.01 eV. Number 2: gap between HOMO and LUMO 7.392 eV, calculated total energy -122178.612 eV, HOMO energy -11.48 eV.